# 1
DFT (ωB97M-V/def2-TZVPD) results for 2 unconnected molecules or ions with the total composition C37H48N4P in a non-equilibrium geometry.

```
90
Properties=species:S:1:pos:R:3:forces:R:3:lowdin_charge:R:1
C 3.943 -4.359 1.080 0.6152 0.6382 0.1930 -0.16
C 5.149 -3.386 1.121 0.0369 -0.1817 0.1729 -0.14
N 4.750 -2.127 1.723 0.9462 -2.2108 -0.4232 -0.10
C 5.699 -1.177 2.190 -0.1148 1.2317 0.5144 -0.13
C 4.793 0.039 2.599 1.2154 0.7359 0.8707 -0.09
C 3.433 -0.344 2.165 -1.7851 -0.8572 -0.9430 -0.14
C 2.200 0.320 2.139 1.6483 -0.6126 0.4037 -0.02
C 1.111 -0.298 1.536 -1.8169 -0.1653 -0.9999 -0.23
C -0.241 0.454 1.493 1.5835 1.1115 2.8251 -0.13
C -1.512 -0.342 1.806 0.7642 -0.5946 -0.6044 -0.21
C -2.664 0.433 1.893 -1.8965 -1.0536 0.4186 -0.03
C -3.915 -0.197 1.971 1.8174 -1.0440 -0.0619 -0.15
C -3.968 -1.621 1.908 0.1756 2.3276 -0.7291 -0.16
N -5.244 -2.022 1.753 -0.5629 -1.7028 -0.0474 -0.10
C -5.624 -3.414 1.678 0.0530 -0.1475 -0.1411 -0.14
C -4.434 -4.275 1.183 -0.6124 0.5951 0.0336 -0.16
C -3.108 -3.918 1.851 0.5771 0.2970 0.3362 -0.13
C -2.843 -2.409 1.880 0.2098 -0.6694 0.8379 -0.14
C -1.603 -1.767 1.981 0.2530 0.7576 -0.7642 0.03
C -6.202 -0.976 1.874 0.0571 1.2398 -0.0867 -0.13
C -5.301 0.303 2.016 -1.4381 1.1512 -0.0058 -0.09
C 1.227 -1.573 0.929 0.3904 0.0584 0.8035 0.01
C 2.424 -2.301 1.066 -0.6881 -0.4604 -0.7653 -0.14
C 3.497 -1.667 1.630 -0.2177 2.4798 0.7284 -0.16
C 2.668 -3.708 0.543 -0.4042 0.1565 -0.2536 -0.13
H 4.226 -5.214 0.464 -0.1233 -0.0539 0.1228 0.11
H 3.771 -4.698 2.100 -0.0384 -0.1413 0.0634 0.12
H 5.973 -3.807 1.738 -0.4823 0.1017 -0.4031 0.13
H 5.555 -3.238 0.102 -0.1180 0.0620 0.2017 0.13
H 6.272 -1.551 3.043 -0.0001 -0.0605 -0.0373 0.12
H 6.418 -0.875 1.421 0.0012 -0.1128 -0.1508 0.12
H 4.862 0.210 3.696 -0.1059 -0.0410 -0.6158 0.13
H 5.139 0.971 2.111 -0.1514 -0.3926 0.2570 0.11
H 2.116 1.284 2.634 -0.1837 0.0146 -0.1632 0.12
H -0.211 1.265 2.337 0.2285 -1.3040 -1.1267 0.14
H -2.602 1.498 2.038 0.1035 0.3972 -0.4046 0.11
H -5.984 -3.780 2.653 0.0801 0.0563 -0.0638 0.12
H -6.477 -3.492 0.975 0.3800 -0.1044 0.2696 0.13
H -4.688 -5.319 1.365 0.1316 -0.0042 -0.1208 0.11
H -4.342 -4.120 0.109 0.0076 -0.0780 -0.1221 0.11
H -3.105 -4.322 2.871 0.1062 0.0868 -0.0698 0.12
H -2.293 -4.396 1.305 -0.0112 -0.1496 0.1098 0.11
H -0.699 -2.375 2.167 -0.6688 0.4993 -0.4300 0.12
H -6.840 -0.906 0.984 0.0101 -0.1207 0.0911 0.12
H -6.856 -1.093 2.744 0.0323 -0.0903 0.0178 0.12
H -5.532 0.815 2.968 0.1332 -0.1190 -0.3878 0.12
H -5.516 1.039 1.204 0.1401 -0.4868 0.5406 0.12
H 0.355 -2.065 0.466 0.6638 0.5067 0.1234 0.12
H 2.705 -3.673 -0.549 -0.0063 -0.0385 -0.0525 0.12
H 1.819 -4.346 0.805 -0.0073 0.0171 -0.0943 0.12
C 3.630 2.436 -0.504 0.3853 -0.2758 0.4270 -0.03
C 2.607 3.347 -1.159 0.2094 -0.1476 0.2061 -0.60
C 2.284 4.520 -0.243 -0.0115 0.3302 0.3482 -0.09
C 3.164 3.912 -2.458 0.2748 0.4045 -0.8151 -0.03
N 1.363 2.530 -1.415 -0.6568 0.2928 0.1971 -0.16
P -0.099 2.783 -0.631 0.3140 0.7438 -1.7916 1.24
H -0.171 1.259 0.644 -0.8823 -1.7348 0.3017 -0.01
N -0.948 2.090 -1.897 0.5024 0.4956 0.4512 -0.16
C -2.402 2.350 -2.161 -0.2990 -0.2250 -0.0616 -0.61
C -2.626 2.754 -3.613 -0.1273 0.3502 -0.9266 -0.03
C -2.899 3.492 -1.283 -0.2145 0.2630 0.3327 -0.08
C -3.161 1.072 -1.846 -0.3446 -0.4191 0.2792 -0.02
C -0.111 1.376 -2.769 -0.9874 -0.4231 -0.3528 -0.19
C 1.242 1.635 -2.491 0.8802 0.0436 0.2121 -0.20
C 2.315 1.003 -3.160 -2.0381 -0.5610 -0.7122 0.01
C 1.872 0.065 -4.124 2.0182 0.3060 0.5209 -0.07
C 0.537 -0.193 -4.399 -2.1377 -0.5175 -0.3075 -0.07
C -0.547 0.451 -3.750 2.3652 0.2883 0.2255 0.01
H 3.905 1.618 -1.194 0.0739 0.3918 0.6506 0.08
H 4.531 3.017 -0.222 -0.4101 -0.3735 -0.2534 0.11
H 3.197 1.998 0.412 0.2787 0.0616 -0.3788 0.07
H 1.582 5.226 -0.711 0.0727 -0.2444 0.1588 0.09
H 1.904 4.201 0.736 -0.0959 -0.0041 -0.1773 0.07
H 3.203 5.085 -0.024 -0.2294 -0.2782 -0.2020 0.10
H 2.453 4.559 -3.001 0.1092 -0.3267 0.3081 0.10
H 4.042 4.542 -2.230 -0.3856 -0.2779 0.0761 0.11
H 3.519 3.145 -3.159 -0.1901 0.3453 0.2672 0.07
H -2.395 1.963 -4.339 -0.0571 0.3715 0.3161 0.07
H -3.693 2.994 -3.763 0.3913 -0.1230 0.2429 0.10
H -2.065 3.657 -3.915 -0.0798 -0.3832 0.2971 0.11
H -2.821 3.263 -0.212 0.1424 0.0445 -0.1200 0.07
H -2.386 4.438 -1.507 -0.0321 -0.2576 0.1212 0.09
H -3.971 3.662 -1.464 0.3478 -0.1648 -0.0831 0.10
H -2.974 0.798 -0.791 -0.1521 -0.0743 -0.4414 0.08
H -4.250 1.238 -1.976 0.6273 -0.2149 -0.0319 0.11
H -2.809 0.253 -2.503 -0.5141 0.3617 0.5783 0.08
H 3.362 1.223 -2.930 -0.7031 -0.4693 -0.3315 0.10
H 2.671 -0.512 -4.630 -0.7870 0.3533 0.1575 0.12
H 0.254 -0.983 -5.124 0.5173 0.6494 0.4491 0.12
H -1.605 0.255 -3.951 0.8979 -0.1258 -0.0049 0.10
```
Positions in Å, forces in eV/Å.

E   -1998.8661 Eh
Net charge   +1
LUMO   -3.726 eV
Energy relative to the best compared isomer or geometry (same formula, charge and spin)   21.8 kcal per mole
Kohn-Sham gap   0.1905 hartree

---

# 2
DFT (ωB97M-V/def2-TZVPD) results for a molecular structure, C37H48N5O2PPdS2Se in a non-equilibrium geometry.

```
97
Properties=species:S:1:pos:R:3:forces:R:3:lowdin_charge:R:1
Pd -1.707 0.782 0.241 -0.0080 0.5485 0.0103 0.38
O -4.335 1.989 0.778 -0.6765 0.0492 0.2047 -0.07
N -3.149 2.662 0.768 0.5435 -0.7286 0.2114 -0.09
C -3.074 3.834 1.253 -0.5217 -0.2110 -0.0168 -0.07
C -1.870 4.645 1.213 0.7272 0.4183 0.0159 -0.19
C -2.053 6.021 1.389 -0.0957 -0.2658 -0.0258 -0.01
C -1.007 6.914 1.272 0.0845 -0.0529 -0.0161 -0.03
C 0.256 6.450 0.946 -0.1190 0.0038 0.0566 -0.03
C 0.459 5.092 0.773 -0.0093 -0.1498 -0.1184 -0.08
C -0.575 4.172 0.934 -0.5195 -0.2485 0.1729 -0.26
P -0.116 2.405 0.754 0.8892 -0.2896 -0.8930 1.04
C 0.770 2.532 -0.837 -0.1256 -0.0754 -0.0415 -0.39
C -0.075 2.788 -1.921 0.0457 0.1380 0.1057 -0.14
C 0.452 2.974 -3.185 -0.0530 0.0050 0.0333 -0.06
C 1.824 2.885 -3.382 0.0293 -0.0200 0.0424 -0.05
C 2.659 2.601 -2.314 0.0683 0.0863 -0.0662 -0.07
C 2.140 2.424 -1.039 -0.2437 0.0134 0.2003 -0.09
C 1.064 2.047 2.099 -0.5986 -0.4279 -0.1041 -0.34
C 1.795 2.984 2.823 -0.0806 0.0847 -0.0886 -0.06
C 2.583 2.569 3.884 0.0511 0.1041 -0.0398 -0.05
C 2.651 1.230 4.233 -0.0528 -0.0521 0.0010 -0.05
C 1.918 0.293 3.523 0.0520 -0.0680 0.0245 -0.07
C 1.120 0.702 2.471 -0.1225 -0.1202 -0.2762 -0.14
H -5.068 2.529 1.141 0.4057 0.0667 -0.0509 0.13
H -3.967 4.321 1.663 0.0434 -0.1532 -0.1367 0.15
H -3.044 6.396 1.591 -0.1779 0.0483 0.0787 0.12
H -1.183 7.967 1.417 -0.0214 0.1447 -0.0012 0.12
H 1.074 7.143 0.824 0.0932 0.0185 -0.0233 0.12
H 1.438 4.738 0.480 0.0654 0.0126 0.0036 0.11
H -1.149 2.870 -1.750 0.1536 0.0268 -0.1112 0.08
H -0.198 3.204 -4.016 -0.0597 0.0053 -0.0726 0.11
H 2.233 3.047 -4.368 0.0666 -0.0224 -0.0540 0.12
H 3.725 2.539 -2.466 0.1029 -0.0267 -0.0284 0.12
H 2.803 2.216 -0.210 0.0557 0.0109 0.1072 0.11
H 1.736 4.032 2.575 0.0469 0.0682 0.0834 0.09
H 3.140 3.301 4.446 0.0862 0.0964 0.0674 0.12
H 3.256 0.918 5.071 0.0807 0.0000 0.0634 0.12
H 1.954 -0.751 3.798 -0.0093 -0.0824 0.0273 0.11
H 0.509 -0.021 1.930 0.0761 0.0313 0.1272 0.06
N -2.177 0.810 3.574 -0.0182 0.3171 0.1541 0.11
C -2.583 -0.443 3.341 0.1726 -0.2392 -0.2475 -0.89
N -3.173 -1.143 4.310 -0.0888 0.2984 0.4973 0.11
S -2.322 -1.150 1.838 -0.1176 -0.2151 0.0511 0.71
H -2.169 1.200 4.503 -0.0114 0.0924 0.0049 0.12
H -1.703 1.304 2.820 -0.1952 -0.3667 0.5331 0.04
H -3.357 -0.751 5.222 0.0109 -0.0235 -0.1023 0.12
H -3.539 -2.060 4.118 0.1253 0.0793 -0.1131 0.11
C -0.062 -4.271 -2.974 -0.1946 0.0969 -0.0152 -0.09
C -1.508 -4.359 -2.504 0.1377 -0.1357 0.0685 -0.24
C -1.663 -4.826 -1.057 0.0217 0.2751 -0.1162 -0.16
C -1.438 -3.731 -0.011 -0.8465 -0.4571 -0.1676 -0.19
N -0.059 -3.351 0.179 0.5899 0.7336 -0.0625 0.00
C 0.501 -2.179 -0.182 0.0872 -0.0827 0.3686 -0.58
Se -0.331 -0.878 -1.214 -0.1769 0.9460 0.1258 0.89
N 1.792 -2.152 0.217 -0.8066 -0.2339 -0.0728 0.00
C 2.722 -1.069 0.020 0.6660 0.5970 -0.2506 -0.15
C 3.830 -1.391 -0.990 -0.2446 -0.2727 -0.0771 -0.16
C 3.322 -1.881 -2.346 0.0952 0.2157 0.0144 -0.23
C 2.718 -0.791 -3.221 -0.0940 -0.1134 0.1390 -0.11
C 2.078 -3.346 0.838 -0.4282 -0.7063 0.2233 -0.13
C 3.243 -3.839 1.414 0.0396 0.0418 -0.0029 0.01
C 3.199 -5.111 1.944 0.0845 0.1471 -0.0166 -0.05
C 2.021 -5.861 1.941 -0.2347 0.0242 -0.0365 -0.05
C 0.846 -5.370 1.403 0.0684 -0.0917 0.0172 0.02
C 0.893 -4.106 0.826 0.7788 0.0303 0.1623 -0.12
H -0.032 -4.035 -4.035 0.1145 0.0159 -0.1030 0.08
H 0.446 -5.221 -2.821 0.1260 -0.0569 0.0042 0.09
H 0.483 -3.490 -2.447 0.1313 -0.0085 -0.0165 0.02
H -2.031 -5.068 -3.148 -0.0792 0.0484 -0.0128 0.11
H -1.993 -3.387 -2.619 -0.1141 0.0118 -0.0612 0.09
H -0.997 -5.669 -0.871 -0.0032 -0.1312 0.0559 0.11
H -2.686 -5.177 -0.914 0.0029 -0.0502 0.1103 0.12
H -1.809 -4.071 0.959 0.0223 0.1330 -0.0227 0.12
H -1.997 -2.835 -0.300 0.1241 -0.1650 0.1221 0.05
H 3.172 -0.831 0.990 -0.1335 0.0242 -0.0610 0.13
H 2.145 -0.204 -0.319 0.0290 -0.1350 0.1101 0.07
H 4.490 -2.153 -0.575 0.0699 0.0511 0.0834 0.10
H 4.420 -0.483 -1.122 0.0903 0.0316 0.0485 0.12
H 2.590 -2.677 -2.192 0.0376 -0.1221 -0.0365 0.09
H 4.163 -2.325 -2.880 -0.0010 -0.1228 0.0133 0.12
H 1.862 -0.319 -2.736 0.0597 0.0628 -0.0762 0.00
H 2.378 -1.222 -4.158 -0.0653 0.0325 -0.1541 0.08
H 3.448 -0.019 -3.447 0.1283 0.0732 -0.0436 0.07
H 4.145 -3.255 1.441 0.1906 0.0833 -0.0164 0.11
H 4.092 -5.538 2.374 0.0481 0.0078 0.0420 0.12
H 2.034 -6.848 2.375 -0.0519 -0.1020 0.0477 0.12
H -0.058 -5.956 1.430 -0.1269 -0.0557 -0.0631 0.12
C -5.175 0.769 -2.506 0.4836 0.0879 0.3543 -0.20
S -3.488 0.951 -1.838 -1.0769 0.7160 -2.6605 0.79
C -2.606 0.654 -3.414 -0.1058 0.1607 0.5791 -0.23
O -3.280 -0.288 -1.036 0.5703 -0.6342 1.3841 -0.66
H -5.352 1.542 -3.244 -0.0064 0.1201 -0.1121 0.06
H -5.871 0.872 -1.679 0.0166 0.0695 0.1237 0.06
H -5.276 -0.221 -2.935 0.0973 -0.1512 -0.1103 0.07
H -2.946 1.389 -4.135 -0.0431 0.1438 -0.1458 0.07
H -2.809 -0.354 -3.757 -0.1700 -0.1596 0.0077 0.07
H -1.535 0.769 -3.247 -0.0583 0.0773 0.0586 0.00
```
Positions in Å, forces in eV/Å.

E   -5529.5439 Eh
Net charge   +2
LUMO (spin up / spin down)   -6.483 / -6.804 eV
Kohn-Sham gap (spin up / spin down)   0.2203 / 0.2121 hartree

---

Which of these has the lowest E? C37H48N5O2PPdS2Se

---

Which of these has the lowest net charge? C37H48N4P

---

The highest net charge belongs to which entry? C37H48N5O2PPdS2Se